No. 1
A molecular structure, C34H28AsCl3N4OSV, computed with the ωB97M-V functional and the def2-TZVPD basis.

CARTESIAN COORDINATES (ANGSTROEM)
V (0.23258, -0.44499, -0.03110)
C (-4.14741, -0.13865, 3.96462)
C (-2.76588, -0.21358, 4.59806)
N (-1.83351, -1.02304, 3.81902)
C (-1.19244, -0.57755, 2.73715)
S (-0.13009, -1.70986, 1.92319)
N (-1.35338, 0.68130, 2.38594)
N (-0.65287, 0.99938, 1.26877)
C (-0.63691, 2.24467, 0.92320)
C (-1.34180, 3.29142, 1.71443)
C (0.10847, 2.51935, -0.31288)
C (0.39336, 3.78883, -0.78918)
C (1.08856, 3.92460, -1.98062)
C (1.47242, 2.79347, -2.68099)
C (1.17304, 1.55649, -2.14230)
N (0.52055, 1.42241, -0.98420)
H (-4.80616, 0.47676, 4.57737)
H (-4.59178, -1.13040, 3.87767)
H (-4.08642, 0.30475, 2.97118)
H (-2.81930, -0.65729, 5.59141)
H (-2.33755, 0.78242, 4.69870)
H (-1.73086, -1.99939, 4.03818)
H (-0.91630, 3.35047, 2.71774)
H (-2.38508, 3.00032, 1.84076)
H (-1.29702, 4.26932, 1.24544)
H (0.08322, 4.66124, -0.23486)
H (1.32239, 4.90984, -2.36121)
H (2.00342, 2.85682, -3.61941)
H (1.46807, 0.64000, -2.63856)
Cl (-3.44152, -5.96140, -2.36294)
C (-2.24470, -4.77003, -1.99666)
C (-2.63690, -3.46653, -1.74663)
C (-1.65180, -2.54598, -1.45583)
Cl (-2.08770, -0.88595, -1.08233)
C (-0.29214, -2.84809, -1.40909)
O (0.63307, -1.93040, -1.13032)
C (0.05063, -4.18131, -1.65721)
Cl (1.71972, -4.62089, -1.58674)
C (-0.90673, -5.13418, -1.94861)
H (-3.67903, -3.18262, -1.77054)
H (-0.61131, -6.15650, -2.13572)
C (4.98531, -3.29409, 3.26827)
C (3.96971, -2.49256, 3.77165)
C (3.30184, -1.61234, 2.93510)
C (3.66687, -1.52574, 1.59579)
C (4.68566, -2.32344, 1.08934)
C (5.34110, -3.21171, 1.93035)
As (2.72685, -0.29272, 0.45543)
C (3.30919, 1.48385, 0.91209)
C (2.96539, 2.23136, 2.02645)
C (3.42247, 3.53856, 2.13102)
C (4.20363, 4.08451, 1.11889)
C (4.53631, 3.33747, -0.00181)
C (4.08984, 2.02541, -0.11552)
C (4.33667, 1.12142, -1.26163)
C (5.05135, 1.44017, -2.41093)
C (5.15930, 0.51048, -3.43552)
C (4.55310, -0.73703, -3.33297)
C (3.83263, -1.06815, -2.19266)
C (3.74425, -0.14315, -1.16355)
H (5.50009, -3.98507, 3.92247)
H (3.69323, -2.55825, 4.81554)
H (2.49414, -1.00426, 3.32424)
H (4.97579, -2.25057, 0.04918)
H (6.13350, -3.83603, 1.53958)
H (2.35152, 1.80433, 2.81137)
H (3.17519, 4.13117, 3.00188)
H (4.56039, 5.10222, 1.20718)
H (5.14608, 3.78003, -0.77926)
H (5.52494, 2.40834, -2.51285)
H (5.72083, 0.76148, -4.32580)
H (4.64028, -1.44900, -4.14277)
H (3.33593, -2.02828, -2.11355)

Calculated values
E_HOMO (spin up / spin down): -10.821 / -10.914 eV
frontier orbital gap (spin up / spin down): 7.48 / 7.30 eV
<S²>: 2.02
charge: +1
multiplicity: 3

---

No. 2
A molecular structure, C48H48AsCl3KNOP, computed with the ωB97M-V functional and the def2-TZVPD basis.

CARTESIAN COORDINATES (ANGSTROEM)
K (-0.10313, 0.05561, -0.60990)
C (2.72653, -2.84864, 2.06045)
C (1.41126, -2.77630, 1.62241)
C (1.11543, -2.97383, 0.28007)
C (2.13275, -3.24728, -0.62484)
C (3.44578, -3.32894, -0.18340)
C (3.74289, -3.12564, 1.15737)
H (2.95896, -2.67414, 3.10356)
H (0.61707, -2.56402, 2.32940)
H (0.09113, -2.90640, -0.07194)
H (1.89747, -3.38058, -1.67338)
H (4.24213, -3.53200, -0.88837)
H (4.77037, -3.16727, 1.49643)
Cl (-1.41909, -2.12993, -4.77442)
C (-1.95417, -0.56991, -4.22296)
C (-2.37387, 0.36100, -5.16746)
C (-2.79441, 1.60289, -4.77459)
Cl (-3.30720, 2.75012, -5.98685)
C (-2.81287, 1.95515, -3.40953)
C (-3.22557, 3.22044, -2.93714)
C (-3.19556, 3.48841, -1.59847)
C (-2.75422, 2.48544, -0.72242)
N (-2.37568, 1.29472, -1.12064)
C (-2.38661, 0.99931, -2.44391)
C (-1.91468, -0.33416, -2.83413)
O (-1.48776, -1.17599, -1.98967)
H (-2.36020, 0.09588, -6.21564)
H (-3.55156, 3.96601, -3.64933)
H (-3.49002, 4.45406, -1.21000)
H (-2.68669, 2.68283, 0.34312)
Cl (0.11944, 2.16863, 2.03775)
C (1.12294, 0.68560, 2.09016)
H (0.55415, -0.05773, 1.53045)
H (1.12537, 0.37389, 3.13464)
C (-6.66106, -3.66812, -0.40713)
C (-6.60073, -3.06410, 0.84305)
C (-5.41127, -2.51085, 1.29021)
C (-4.27421, -2.56033, 0.49001)
C (-4.34174, -3.14895, -0.76920)
C (-5.53302, -3.70979, -1.21251)
As (-2.55445, -1.82047, 1.01563)
C (-2.06870, -3.02331, 2.46628)
C (-1.62269, -4.33123, 2.35718)
C (-1.15880, -4.99674, 3.48285)
C (-1.11740, -4.34343, 4.70907)
C (-1.56043, -3.03496, 4.82516)
C (-2.05170, -2.36895, 3.70578)
C (-2.59485, -1.00003, 3.67834)
C (-2.71762, -0.14216, 4.76787)
C (-3.29774, 1.10489, 4.59944)
C (-3.76137, 1.50574, 3.35199)
C (-3.62029, 0.66754, 2.25625)
C (-3.03601, -0.57872, 2.41671)
H (-7.59242, -4.09694, -0.75587)
H (-7.48404, -3.02198, 1.46845)
H (-5.36439, -2.03800, 2.26510)
H (-3.46710, -3.13697, -1.41219)
H (-5.58135, -4.16424, -2.19404)
H (-1.62222, -4.82902, 1.39403)
H (-0.81125, -6.01894, 3.40307)
H (-0.73553, -4.85892, 5.58134)
H (-1.52279, -2.53787, 5.78687)
H (-2.36351, -0.44312, 5.74632)
H (-3.38775, 1.77292, 5.44661)
H (-4.21674, 2.48085, 3.23261)
H (-3.95856, 0.98108, 1.27698)
C (5.38256, 2.25124, -1.58021)
C (4.39681, 1.13130, -1.90828)
C (4.88818, -0.13464, -1.19690)
C (4.36345, 0.85215, -3.41107)
P (2.63790, 1.35374, -1.22364)
C (2.83210, 1.87157, 0.47186)
C (2.58747, 0.84097, 1.56577)
C (3.50944, 1.10589, 2.73125)
C (3.93597, 2.35519, 3.02239)
C (3.73432, 3.44379, 2.12755)
C (3.29129, 3.13435, 0.85590)
C (1.80585, 2.76740, -2.20491)
C (1.13045, 2.14363, -3.43594)
C (2.66987, 3.93264, -2.69620)
C (0.71076, 3.34800, -1.30654)
H (6.39229, 1.94958, -1.88271)
H (5.39251, 2.44413, -0.50645)
H (5.14768, 3.17980, -2.09471)
H (5.90509, -0.37600, -1.52633)
H (4.23847, -0.98330, -1.41932)
H (4.90282, 0.01222, -0.11394)
H (5.34605, 0.50197, -3.74635)
H (4.11764, 1.74238, -3.99092)
H (3.62940, 0.07668, -3.64588)
H (2.79286, -0.16742, 1.17784)
H (3.76860, 0.26778, 3.37305)
H (4.51916, 2.51526, 3.92532)
H (4.08722, 4.43768, 2.36985)
H (3.35614, 3.90988, 0.09899)
H (1.86027, 1.78229, -4.16151)
H (0.50727, 2.89506, -3.93412)
H (0.48498, 1.29970, -3.18019)
H (3.42131, 3.61142, -3.41611)
H (3.17426, 4.44468, -1.87888)
H (2.02616, 4.66316, -3.19967)
H (0.02762, 2.58008, -0.94395)
H (0.11182, 4.07099, -1.87213)
H (1.12537, 3.83271, -0.42597)

Calculated values
E_HOMO: -2.826 eV
frontier orbital gap: 5.02 eV
charge: -1
energy above the lowest of the compared OMol25 structures with the same formula, charge and spin: 0.951 eV

---

No. 3
A molecular structure, C10H22CuN2O8, computed with the ωB97M-V functional and the def2-TZVPD basis.

CARTESIAN COORDINATES (ANGSTROEM)
Cu (0.68011, -1.30111, -0.32775)
C (-0.39398, -5.61918, 3.16652)
O (0.10444, -5.03004, 2.23645)
O (0.05749, -5.36447, 4.26531)
O (0.29382, -6.59770, 2.97762)
C (2.97346, -4.51752, -3.19661)
O (3.45485, -5.61549, -3.08725)
O (1.80887, -4.67584, -2.85672)
O (3.13826, -4.04995, -2.04022)
C (-0.95517, 2.65490, -4.66664)
C (-0.95267, 1.66372, -3.53899)
C (-2.09021, 0.63331, -3.61631)
O (-2.14793, -0.03977, -2.37407)
C (-3.13793, -1.00761, -2.38857)
N (0.29559, 0.91461, -3.39867)
H (-1.80489, 3.32862, -4.77695)
H (-0.72303, 2.18418, -5.62196)
H (-0.09488, 3.26536, -4.39218)
H (-1.09915, 2.16014, -2.57971)
H (-1.91418, -0.11342, -4.39060)
H (-2.97281, 1.20376, -3.90565)
H (-4.03248, -0.46773, -2.69907)
H (-3.24671, -1.34082, -1.35646)
H (-2.96788, -1.85707, -3.05009)
H (0.90371, 1.71376, -3.29078)
H (0.62752, 0.59204, -4.29637)
C (2.68402, 2.03841, 4.40452)
C (1.73569, 1.18654, 3.51758)
C (0.37239, 1.81477, 3.53244)
O (-0.59764, 1.05106, 2.80917)
C (-1.99743, 1.36308, 3.11411)
N (2.33108, 1.12810, 2.22616)
H (2.88225, 3.06671, 4.10219)
H (3.68660, 1.63448, 4.26388)
H (2.57631, 2.17724, 5.48026)
H (1.55537, 0.16384, 3.84874)
H (0.35333, 2.84338, 3.17230)
H (-0.07251, 1.94311, 4.51920)
H (-2.27667, 2.37524, 2.82148)
H (-2.18565, 1.22853, 4.17928)
H (-2.68344, 0.69012, 2.59969)
H (3.10532, 0.52433, 2.46302)
H (2.72676, 2.05439, 2.15173)

Calculated values
E_HOMO (spin up / spin down): 1.391 / 1.405 eV
frontier orbital gap (spin up / spin down): 2.66 / 2.65 eV
<S²>: 0.80
charge: -2
energy above the lowest of the compared OMol25 structures with the same formula, charge and spin: 15.169 eV
multiplicity: 2

---

Which of these has the highest charge?
C34H28AsCl3N4OSV

---

What is the formula in the second record?
C48H48AsCl3KNOP

---

Which of these has the highest charge?
C34H28AsCl3N4OSV